# C47H33BF12N2

A 2-piece molecular cluster, C47H33BF12N2 overall in a non-equilibrium geometry (wB97M-V/def2-TZVPD, the Open Molecules 2025 dataset).

Summary:
Gap between HOMO and LUMO ... 6.190 eV
HOMO level ... -7.2 eV
ΔE to the lowest compared entry with this formula, charge and spin ... 0.0 kJ/mol
SMILES ... FC(F)(F)CN(c1ccccc1)c1ccc(Cc2ccc(N(CC(F)(F)F)c3ccccc3)cc2)cc1.Fc1cccc(F)c1B(c1c(F)cccc1F)c1c(F)cccc1F
Multiplicity ... 1
Electronic energy ... -3143.53773 Ha
E_LUMO ... -0.99 eV
Largest force on an atom ... 2.5 eV/A

Last column: Mulliken charge in e.
Element x y z (Å)
F (0.86, -4.04, -3.29)  -0.28
C (-0.42, -4.38, -2.91)  -0.20
C (-0.64, -5.69, -2.50)  -0.80
C (-1.88, -6.01, -1.92)  -0.41
C (-2.75, -4.97, -1.58)  -0.87
C (-2.45, -3.70, -2.01)  0.11
F (-3.16, -2.66, -1.44)  -0.32
C (-1.40, -3.37, -2.90)  1.29
B (-1.33, -2.04, -3.69)  0.25
C (0.01, -1.33, -4.06)  0.47
C (1.04, -0.95, -3.17)  0.67
F (0.82, -1.12, -1.82)  0.06
C (2.21, -0.30, -3.56)  -0.98
C (2.34, 0.09, -4.90)  -0.35
C (1.31, -0.17, -5.81)  -0.82
C (0.20, -0.88, -5.37)  -0.09
F (-0.79, -1.14, -6.29)  -0.31
C (-2.55, -1.07, -3.64)  0.95
C (-2.46, 0.29, -3.26)  0.19
F (-1.31, 0.71, -2.62)  -0.37
C (-3.50, 1.21, -3.33)  -0.87
C (-4.77, 0.75, -3.70)  -0.37
C (-4.97, -0.61, -3.93)  -0.86
C (-3.87, -1.47, -3.93)  0.28
F (-4.11, -2.79, -4.21)  -0.38
H (-0.42, 0.05, 0.17)  -0.07
H (0.12, -6.46, -2.67)  0.45
H (-2.17, -7.05, -1.75)  0.41
H (-3.67, -5.15, -1.01)  0.46
H (2.99, -0.12, -2.83)  0.45
H (3.24, 0.61, -5.21)  0.39
H (1.38, 0.13, -6.85)  0.46
H (-3.31, 2.26, -3.11)  0.55
H (-5.59, 1.46, -3.83)  0.42
H (-5.95, -1.02, -4.19)  0.44
F (-1.54, 6.49, 4.53)  -0.30
C (-2.06, 5.86, 3.44)  0.97
F (-2.72, 4.74, 3.88)  -0.24
F (-3.06, 6.66, 2.90)  -0.27
C (-1.06, 5.61, 2.34)  -1.34
N (-1.73, 4.85, 1.28)  0.32
C (-2.00, 5.55, 0.08)  0.24
C (-0.98, 6.34, -0.46)  -0.31
C (-1.25, 7.16, -1.55)  -0.81
C (-2.52, 7.15, -2.14)  -0.40
C (-3.54, 6.35, -1.60)  -0.93
C (-3.30, 5.58, -0.47)  -0.24
C (-1.88, 3.50, 1.46)  2.24
C (-2.65, 2.72, 0.56)  -0.70
C (-2.61, 1.35, 0.65)  -0.96
C (-1.65, 0.74, 1.49)  -0.25
C (-1.01, -0.47, 0.91)  -0.47
C (0.07, -1.24, 1.62)  0.62
C (-0.02, -2.57, 2.05)  -0.80
C (1.14, -3.24, 2.42)  -0.79
C (2.36, -2.54, 2.58)  0.54
N (3.39, -3.08, 3.32)  0.49
C (3.15, -4.13, 4.32)  -1.12
C (3.37, -3.54, 5.69)  0.89
F (3.18, -4.40, 6.73)  -0.28
F (4.65, -3.05, 5.78)  -0.26
F (2.54, -2.46, 5.88)  -0.27
C (4.74, -2.77, 3.04)  0.16
C (5.23, -1.46, 3.23)  -0.06
C (6.53, -1.14, 2.81)  -0.94
C (7.38, -2.16, 2.36)  -0.40
C (6.92, -3.48, 2.26)  -0.78
C (5.60, -3.79, 2.60)  -0.42
C (2.45, -1.23, 2.05)  -0.64
C (1.30, -0.58, 1.64)  -0.96
C (-1.15, 1.46, 2.58)  -1.13
C (-1.27, 2.84, 2.57)  -0.47
H (-0.80, 6.60, 1.93)  0.61
H (-0.18, 5.08, 2.72)  0.34
H (0.02, 6.32, -0.01)  0.52
H (-0.48, 7.83, -1.92)  0.38
H (-2.73, 7.74, -3.03)  0.39
H (-4.54, 6.34, -2.02)  0.39
H (-4.09, 5.02, 0.04)  0.62
H (-3.25, 3.20, -0.21)  0.19
H (-3.24, 0.72, 0.02)  0.53
H (-1.77, -1.13, 0.48)  0.43
H (-0.99, -3.06, 2.12)  0.53
H (1.12, -4.32, 2.58)  0.58
H (2.11, -4.46, 4.29)  0.49
H (3.87, -4.95, 4.18)  0.35
H (4.57, -0.71, 3.68)  0.65
H (6.85, -0.10, 2.85)  0.37
H (8.41, -1.91, 2.09)  0.37
H (7.58, -4.27, 1.91)  0.37
H (5.20, -4.80, 2.50)  0.34
H (3.40, -0.71, 2.00)  0.57
H (1.34, 0.46, 1.32)  0.38
H (-0.67, 0.96, 3.43)  0.50
H (-0.88, 3.43, 3.39)  0.21